ORCA calculation (ωB97M-V/def2-TZVPD) on a 9-piece molecular cluster, C53H107N9O5 overall.

Summary:
LUMO level: 0.0805 eV
SMILES: CC1(C)CCCC(C)(C)N1O.CC1(C)CCCC(C)(C)N1O.CC1(C)CCCC(C)(C)N1O.CC1(C)CCCC(C)(C)N1O.CC1(C)CCCC(C)(C)N1O.CC#N.CC#N.CC#N.CC#N
Energy above the lowest of the compared OMol25 structures with the same formula, charge and spin: 44.8 kcal/mol
Kohn-Sham gap: 8.4 eV
2S+1: 1
Electronic energy: -2952.25706 a.u.

Last column: Mulliken charge in e.
Cartesian coordinates (Å):
C1 12.405704 10.050151 6.376759  -1.843
C2 11.890527 10.481794 7.733276  1.294
C3 13.070500 10.347062 8.693362  -1.405
C4 12.866112 11.107745 10.006065  -0.333
C5 12.758737 12.578824 9.655664  -1.520
C6 11.550103 12.867894 8.780514  2.020
N1 11.749594 11.958060 7.582651  0.008
O1 10.756651 12.255469 6.621525  -0.497
C7 10.251443 12.597902 9.659950  -1.277
C8 11.599541 14.314810 8.229591  -1.689
C9 10.521878 9.747483 7.908397  -1.381
H1 13.291047 10.579532 6.007970  0.433
H2 11.620839 10.195384 5.585446  0.377
H3 12.552160 8.934833 6.336438  0.403
H4 13.169650 9.254816 8.753566  0.515
H5 14.071964 10.667318 8.276414  0.290
H6 13.643191 10.915179 10.803404  0.320
H7 11.914826 10.754163 10.419734  0.150
H8 13.697964 12.816921 9.148680  0.558
H9 12.728992 13.194950 10.541571  0.406
H10 9.294781 12.518046 9.047438  0.367
H11 10.329735 11.653626 10.259926  0.244
H12 10.143255 13.446611 10.367294  0.154
H13 12.524995 14.565495 7.669080  0.402
H14 10.759241 14.350955 7.515822  0.433
H15 11.619243 15.022443 9.097260  0.109
H16 10.466926 8.958532 8.701552  0.269
H17 10.329299 9.245754 6.984100  0.448
H18 9.741225 10.472851 8.232338  0.354
H19 10.105978 11.598383 6.882174  0.455
C10 7.289897 12.780082 16.785232  -1.932
C11 8.475311 12.288102 15.994026  1.782
C12 8.728059 10.785264 16.196437  -1.148
C13 7.804749 9.966918 15.339442  -0.650
C14 7.931799 10.370752 13.885439  -1.103
C15 7.595224 11.817921 13.653620  1.767
N2 8.534160 12.543607 14.522152  0.981
O2 8.325580 13.925294 14.228313  0.221
C16 7.978272 12.334115 12.249511  -1.647
C17 6.118097 12.137298 13.861226  -1.849
C18 9.608517 13.134165 16.564198  -2.216
H20 7.376009 12.656799 17.818665  0.561
H21 6.230467 12.406843 16.560258  0.229
H22 7.112113 13.813610 16.650225  0.399
H23 9.806886 10.608657 15.968076  0.250
H24 8.616841 10.481969 17.245211  0.382
H25 6.777958 10.072792 15.729108  0.329
H26 8.150511 8.941312 15.435724  0.506
H27 7.401566 9.713812 13.128590  0.369
H28 8.967860 10.368621 13.605062  0.244
H29 7.453157 11.670502 11.598447  0.745
H30 7.728584 13.363585 12.025123  0.194
H31 9.052264 12.300355 12.254646  -0.269
H32 5.661817 11.630588 14.661537  0.461
H33 5.847433 13.165194 14.095760  0.141
H34 5.649245 11.822936 12.943389  0.482
H35 10.576780 12.723322 16.219890  0.071
H36 9.632056 13.192390 17.679015  0.582
H37 9.603551 14.173644 16.253049  0.225
H38 9.191667 14.329344 14.182026  0.038
C19 11.444337 21.652801 10.304297  -1.856
C20 10.182382 21.439097 11.208701  1.846
C21 10.653604 21.510884 12.761633  -0.386
C22 11.145733 22.895070 13.130846  -0.280
C23 10.057752 23.891370 12.933298  -1.859
C24 9.567756 23.895436 11.402357  1.736
N3 9.199421 22.517438 10.969716  -0.112
O3 8.976737 22.633633 9.598918  -0.487
C25 8.252836 24.724584 11.623797  -1.729
C26 10.646733 24.646445 10.607537  -1.794
C27 9.522539 20.072888 10.913101  -1.430
H39 11.120953 21.927743 9.305087  0.457
H40 12.004902 20.765061 10.446717  0.370
H41 12.025547 22.517550 10.625455  0.339
H42 9.886372 21.262035 13.524448  0.459
H43 11.421979 20.720525 12.823456  -0.099
H44 11.960554 23.119413 12.446644  -0.157
H45 11.569802 22.876031 14.090904  0.652
H46 10.373952 24.909545 13.120489  0.604
H47 9.261707 23.742683 13.644685  0.497
H48 7.678037 25.037441 10.675948  0.312
H49 7.593157 24.165927 12.294080  0.442
H50 8.485575 25.656956 12.134960  0.420
H51 10.670344 24.113512 9.677848  0.412
H52 10.386935 25.704061 10.447326  0.397
H53 11.666601 24.567966 10.956368  0.357
H54 8.966909 19.787709 11.803197  0.148
H55 10.224379 19.323350 10.531482  0.272
H56 8.798849 20.228489 10.083111  0.193
H57 8.067089 22.370747 9.436949  0.369
C28 14.637067 20.074415 9.787297  -1.561
C29 15.566406 20.931771 10.697952  1.304
C30 14.612658 21.390908 11.883176  -0.474
C31 14.418092 20.298901 12.920573  0.841
C32 15.804651 19.820502 13.446984  -1.269
C33 16.652089 19.176940 12.322797  1.845
N4 16.691889 20.128958 11.132556  0.277
O4 17.256119 19.490255 10.011503  -0.512
C34 18.120575 19.025577 12.665763  -1.837
C35 15.993443 17.848779 11.963978  -1.380
C36 16.027731 22.091427 9.806358  -1.628
H58 14.001716 20.781516 9.247759  0.496
H59 13.996079 19.496304 10.380389  0.128
H60 15.198182 19.510568 9.050811  0.424
H61 15.104055 22.295316 12.291184  0.654
H62 13.646463 21.603659 11.411417  -0.852
H63 13.964559 19.418923 12.459674  -1.171
H64 13.744461 20.674518 13.718386  0.666
H65 15.558759 19.057953 14.233688  0.163
H66 16.369907 20.648441 13.969729  0.361
H67 18.474108 20.070494 12.786783  0.464
H68 18.287528 18.435733 13.546278  0.335
H69 18.687609 18.646378 11.783829  0.377
H70 16.328050 17.038764 12.616062  0.278
H71 14.946400 17.832564 12.088121  0.040
H72 16.277284 17.691830 10.921768  0.439
H73 16.466272 21.675538 8.892186  0.420
H74 16.801014 22.650338 10.405726  0.417
H75 15.137306 22.705206 9.521642  0.281
H76 18.106912 19.867190 9.839563  0.350
C37 17.054174 13.589379 16.304756  -1.771
C38 16.440051 15.076201 16.286614  1.848
C39 15.677035 15.400509 15.033698  -0.734
C40 14.318424 14.717074 14.960800  -0.098
C41 13.486072 15.287138 16.083924  -0.570
C42 14.151780 14.989924 17.437319  1.639
N5 15.557204 15.429312 17.462026  0.091
O5 16.042362 14.909028 18.736266  -0.511
C43 13.392713 15.856426 18.449440  -1.707
C44 13.939945 13.510900 17.714164  -1.036
C45 17.633422 16.033266 16.348118  -1.925
H77 17.889388 13.430388 15.588282  0.432
H78 16.397330 12.816351 16.000802  0.328
H79 17.511602 13.375829 17.273805  0.384
H80 15.557469 16.513045 15.080973  -0.391
H81 16.317353 15.181430 14.148792  0.665
H82 14.450383 13.654829 14.920148  -0.377
H83 13.787837 14.832020 14.038454  0.367
H84 12.490433 14.764131 16.167871  -0.777
H85 13.360018 16.324921 15.848517  0.609
H86 12.313578 15.555649 18.373985  0.254
H87 13.740183 15.682550 19.454000  0.445
H88 13.278399 16.939149 18.189814  0.346
H89 12.802977 13.302256 17.810194  0.195
H90 14.402774 12.981285 16.894154  0.163
H91 14.449233 13.119268 18.636224  0.354
H92 18.310615 15.850374 17.227909  0.374
H93 17.263221 17.037089 16.579224  0.445
H94 18.174471 16.026555 15.407350  0.403
H95 16.508995 15.693899 18.989668  0.382
C46 11.964617 12.193458 13.304500  3.248
C47 12.964531 11.535813 14.103516  0.123
N6 13.811170 10.994246 14.669904  -0.668
H96 11.004493 11.968918 13.716356  -0.899
H97 12.156010 12.008324 12.241702  -1.237
H98 12.220988 13.311498 13.376709  -0.601
C48 7.221763 17.492156 8.754381  -1.068
C49 7.758861 17.150877 10.057654  0.476
N7 8.451672 16.793642 10.898111  -0.144
H99 6.147661 17.391416 8.618652  0.331
H100 7.633968 16.745661 8.046360  0.252
H101 7.601852 18.478450 8.501000  0.277
C50 6.972851 16.763649 13.626984  -0.358
C51 8.015215 17.658837 14.168694  0.399
N8 8.803906 18.446553 14.551712  -0.529
H102 6.137581 17.282396 13.203951  0.521
H103 6.539283 16.186306 14.450068  0.285
H104 7.399818 16.043191 12.888711  -0.260
C52 11.221350 17.329336 12.388293  1.328
C53 10.958782 16.281619 13.337912  -0.427
N9 10.861317 15.426719 14.084744  -0.061
H105 11.115313 16.927085 11.370560  0.001
H106 12.181558 17.711684 12.613894  -0.395
H107 10.529329 18.127685 12.505053  -0.601

Cartesian forces, eV/Å:
C -0.631 -1.426 -2.000
C 0.772 1.909 -1.057
C 0.826 -1.137 0.566
C -0.030 -0.944 0.549
C 0.560 -0.219 0.174
C 0.180 -1.008 -0.302
N 0.144 1.115 0.669
O -0.131 -0.395 0.184
C -0.245 0.074 -0.740
C 0.124 -0.313 0.384
C 0.392 0.076 2.298
H -0.077 -0.152 0.474
H 0.627 0.125 0.730
H 0.253 0.914 0.296
H 0.178 0.078 0.813
H -1.377 -0.049 -0.184
H -0.567 0.111 -1.059
H 0.232 -0.035 0.238
H -0.181 0.350 -0.237
H -0.124 0.325 0.402
H 1.189 0.296 0.650
H -0.099 0.952 -0.614
H -0.072 -0.476 -0.374
H -0.419 -0.688 0.247
H 0.214 0.831 0.601
H -0.711 -0.385 -0.780
H 0.478 0.639 -0.488
H -0.704 -0.098 -0.475
H 0.259 -0.599 -0.525
H -0.990 0.188 -0.548
C -3.466 -0.560 -1.666
C 0.495 0.714 0.435
C 1.025 0.709 0.172
C -0.005 -0.511 -0.136
C -0.698 -0.442 -1.426
C -0.282 2.202 0.295
N -0.060 0.206 0.641
O -0.890 -0.084 0.706
C -0.172 -0.701 1.022
C 0.086 0.353 -0.317
C 1.618 -0.296 0.765
H 0.635 -0.488 1.648
H 1.540 -0.248 -0.030
H 0.321 1.426 -0.320
H -0.716 -0.109 -0.157
H -0.087 0.380 -0.075
H 0.287 -0.264 -0.295
H -0.445 -0.359 0.043
H 0.304 0.577 1.061
H 0.844 -0.629 -0.109
H 0.198 -0.453 -1.156
H -0.464 0.033 0.284
H 0.553 -0.438 -0.735
H -0.447 -1.190 0.963
H 0.538 0.352 -0.528
H -0.635 0.034 -0.296
H -0.235 0.157 0.227
H -0.125 -0.459 -0.741
H -0.344 0.050 -0.229
H 0.722 0.029 0.021
C -1.403 0.855 1.020
C 1.015 0.749 0.972
C -0.686 -0.559 -1.132
C 0.567 -0.692 -1.635
C -0.024 -0.107 -1.252
C -0.658 0.831 3.575
N 0.039 0.716 1.390
O -0.207 -0.189 -1.450
C -0.519 0.178 -2.002
C -0.793 -0.315 -0.758
C -0.468 1.200 -0.731
H 0.149 -0.788 -0.320
H 0.791 -0.760 -0.658
H 0.020 -0.275 0.154
H -0.090 -0.279 -0.905
H -0.035 0.397 0.217
H 0.318 0.291 0.120
H 0.435 0.141 1.531
H 0.375 0.261 0.000
H -0.605 -0.440 0.041
H 0.877 -0.709 1.203
H -0.011 -0.036 -0.354
H 0.203 0.086 -0.036
H 0.035 0.392 -1.027
H 0.063 -0.436 0.046
H 0.084 0.094 0.674
H 0.028 -0.498 -0.067
H -0.044 0.079 0.514
H 0.312 -0.159 0.468
H -0.122 0.031 0.238
C 0.592 1.614 -0.771
C -2.331 -1.256 -0.822
C 1.533 -0.010 -1.000
C 1.044 0.404 0.294
C -0.265 0.450 1.048
C -1.038 0.620 -0.634
N 0.748 0.747 1.551
O -0.889 -0.917 -0.215
C 0.358 1.143 -0.884
C 1.512 -0.249 -0.434
C 0.301 0.340 1.159
H -0.079 -0.152 -0.112
H -0.829 -1.329 0.654
H -0.038 -0.259 0.103
H -0.637 -0.268 0.236
H 0.503 0.450 0.241
H -0.357 0.226 0.057
H 0.495 -0.388 -0.243
H 0.680 0.405 -0.607
H -0.610 -0.668 -0.636
H 0.087 -0.638 0.365
H 0.184 -0.356 0.406
H -0.473 -0.155 0.796
H 0.415 0.032 -0.191
H -1.299 0.260 -0.200
H -0.239 -0.675 0.116
H 0.029 0.241 0.184
H -0.756 -0.077 -0.895
H 0.882 -0.234 0.344
H 0.738 0.622 0.235
C 0.744 1.338 -0.233
C 1.374 -1.641 1.311
C -0.092 0.739 -1.040
C 0.343 0.331 -0.223
C -0.376 -2.247 0.222
C -0.748 1.447 0.096
N -0.321 -0.764 -0.455
O 0.316 0.164 -1.378
C -1.840 0.110 -0.557
C -0.795 -0.752 1.210
C 0.173 0.347 1.528
H -0.327 0.839 0.157
H -1.143 -0.688 0.150
H -0.447 0.018 0.054
H -0.176 -0.648 -0.360
H -0.345 0.062 0.574
H 0.152 -0.825 0.795
H -0.125 0.884 -0.943
H 0.776 0.839 -0.387
H -0.247 0.753 0.342
H 0.773 -0.152 0.395
H 0.068 0.213 0.385
H 0.944 -0.741 0.188
H 1.939 0.140 -0.336
H -0.392 -0.570 -0.218
H -0.570 0.683 -0.706
H -0.380 -0.359 -1.001
H -0.110 0.079 -0.485
H 0.273 -0.007 0.032
H 0.547 0.446 0.857
C 1.557 2.379 -0.306
C 1.175 -0.908 0.263
N -0.504 0.324 -0.128
H -0.935 0.120 -0.238
H -0.571 -0.531 0.333
H -0.869 -1.379 0.236
C 0.111 -0.607 -0.798
C 0.425 -0.431 -0.417
N -0.164 0.054 0.471
H -0.066 0.374 0.480
H 0.068 0.495 0.309
H -0.265 0.080 -0.217
C 0.717 -1.182 0.539
C 1.552 2.227 0.484
N -2.221 -2.414 -1.093
H -0.153 0.705 -0.459
H 0.313 -0.066 -0.018
H -0.283 0.711 0.695
C -0.532 -0.632 -0.646
C 0.163 0.363 -0.391
N -0.358 -0.878 0.637
H 0.288 0.215 0.311
H 1.233 0.363 -0.139
H -0.739 0.548 0.179